Here is 2 unconnected molecules or ions with the total composition C10H14N3O from OMol25. Energies are from ωB97M-V with the def2-TZVPD basis set.

Calculated values
Charge: +1
ΔE to the lowest compared entry with this formula, charge and spin, eV: 6.864
Highest occupied orbital energy, Ha: -0.44356
Frontier orbital gap, eV: 8.02

Cartesian coordinates (Å):
C: -3.7960 0.4948 0.5504
C: -3.6173 -0.8468 0.8045
C: -2.7633 1.3409 0.0336
C: -2.4022 -1.4885 0.4767
C: -1.5368 0.6992 -0.2871
C: -1.3876 -0.6957 0.0304
C: 4.0126 0.5962 1.2917
C: -0.3677 1.4824 -0.7888
C: -0.0623 -1.2871 -0.2884
C: 0.9782 0.8318 -0.7591
N: 4.6534 0.3846 0.3466
N: 2.1522 -0.9242 0.3589
N: 0.9466 -0.3161 0.2346
O: 2.9619 -0.9041 -0.8323
H: -4.8393 0.9019 0.7736
H: -4.3382 -1.5513 1.0797
H: -2.9665 2.3647 -0.2508
H: -2.2169 -2.4936 0.6331
H: 4.0030 0.7511 2.3381
H: -0.5201 1.8447 -1.9182
H: -0.3180 2.4656 -0.3215
H: 0.0768 -2.1607 0.2753
H: -0.0083 -1.4692 -1.3152
H: 1.2751 0.2609 -1.7513
H: 1.8870 1.4663 -0.5338
H: 4.2284 -0.0192 -0.5213
H: 0.5268 0.0390 1.0811
H: 3.4385 -1.7679 -0.7403

And the Löwdin charges, in e, turn out to be:
1. C -0.059
2. C -0.057
3. C 0.007
4. C -0.008
5. C -0.160
6. C -0.181
7. C 0.133
8. C -0.139
9. C -0.059
10. C -0.113
11. N 0.178
12. N -0.063
13. N -0.163
14. O -0.131
15. H 0.136
16. H 0.094
17. H 0.116
18. H 0.101
19. H 0.099
20. H 0.179
21. H 0.120
22. H 0.123
23. H 0.134
24. H 0.163
25. H 0.138
26. H 0.070
27. H 0.192
28. H 0.150

Here is a gas-phase ion, C10H14N3O2 (charge -1) from OMol25. Energies are from ωB97M-V with the def2-TZVPD basis set.

Calculated values
Charge: -1
Highest occupied orbital energy (spin up / spin down), Ha: -0.09863 / -0.12123
Frontier orbital gap (spin up / spin down), eV: 6.08 / 6.78

Cartesian coordinates (Å):
C: 0.6908 1.3268 -0.5319
C: 0.9712 -1.7637 0.4157
C: 2.8457 -0.0214 0.1643
C: 4.0414 -0.8059 0.0825
C: -0.9007 1.2975 -0.1934
C: -0.5526 -1.3032 0.3704
C: -1.2116 2.6780 0.6982
C: -1.6326 1.3795 -1.5993
C: -1.1080 -1.9688 1.7163
C: -1.0392 -1.9470 -0.9813
N: 1.5003 1.9833 0.3363
N: 2.6858 1.2282 0.4784
N: 1.7894 -0.9591 0.0053
O: 1.0752 0.4800 -1.2702
O: -1.0180 0.0450 0.4892
H: 3.8871 -1.8873 0.2039
H: 4.8741 -0.2744 0.5916
H: -0.3497 3.2942 0.7008
H: -1.5034 2.3663 1.7482
H: -2.0053 3.1449 0.2250
H: -2.6339 0.8283 -1.5087
H: -1.1264 0.7369 -2.3335
H: -1.9232 2.4170 -1.9088
H: -1.9963 -2.4507 1.3830
H: -1.4814 -1.1493 2.4093
H: -0.4106 -2.6612 2.2533
H: -0.7829 -1.1047 -1.6524
H: -2.0918 -2.0725 -1.0858
H: -0.5931 -2.8368 -1.2064

And the Löwdin charges, in e, turn out to be:
1. C -0.508
2. C -0.001
3. C -0.475
4. C 0.020
5. C -0.353
6. C -0.461
7. C 0.002
8. C -0.044
9. C -0.037
10. C -0.018
11. N 0.049
12. N 0.038
13. N 0.072
14. O 0.018
15. O -0.086
16. H 0.037
17. H 0.032
18. H 0.029
19. H 0.089
20. H 0.014
21. H 0.088
22. H 0.055
23. H 0.077
24. H 0.038
25. H 0.089
26. H 0.069
27. H 0.067
28. H 0.062
29. H 0.036

Here is a molecular structure, C10H14N3O4PSc from OMol25. Energies are from ωB97M-V with the def2-TZVPD basis set.

Calculated values
Charge: +3
Highest occupied orbital energy (spin up / spin down), Ha: -0.74869 / -0.71041
Frontier orbital gap (spin up / spin down), eV: 7.58 / 5.09

Cartesian coordinates (Å):
Sc: 2.1761 0.1800 -1.3658
O: 3.3785 -2.1497 0.8629
C: 3.0027 -1.3641 0.1002
C: 1.2720 1.7364 -2.7732
O: 0.7307 2.5208 -3.4324
C: 1.4309 -1.5439 -2.5917
O: 0.9755 -2.4703 -3.1291
C: 2.8926 1.7514 0.0696
O: 3.1741 2.5072 0.8996
H: 5.8903 0.0711 -3.1229
H: 5.5902 0.5742 -3.5786
C: -2.8593 -0.8272 0.4579
N: -1.6314 -1.5858 0.8324
C: -1.1237 -1.1175 2.1520
N: -0.9303 0.3611 2.2043
C: -2.1830 1.0531 1.7882
N: -2.6105 0.6364 0.4311
C: -1.6913 1.0559 -0.6278
P: -0.0419 0.2810 -0.3845
C: -0.6198 -1.4644 -0.2301
C: 0.1987 0.8013 1.3694
H: -3.6385 -1.0153 1.2159
H: -3.2120 -1.1578 -0.5360
H: -0.1845 -1.6357 2.4100
H: -1.8769 -1.3816 2.9111
H: -2.0268 2.1467 1.8019
H: -2.9916 0.7784 2.4862
H: -2.0786 0.7231 -1.6023
H: -1.5555 2.1476 -0.5899
H: 0.2199 -2.1297 0.0028
H: -1.0652 -1.7608 -1.1966
H: 0.2651 1.9037 1.3907
H: 1.1233 0.3742 1.7745

And the Löwdin charges, in e, turn out to be:
1. Sc 0.465
2. O 0.222
3. C 0.030
4. C 0.003
5. O 0.207
6. C 0.008
7. O 0.215
8. C 0.008
9. O 0.222
10. H 0.028
11. H 0.026
12. C -0.084
13. N -0.070
14. C -0.083
15. N -0.063
16. C -0.087
17. N 0.037
18. C -0.196
19. P 0.956
20. C -0.279
21. C -0.277
22. H 0.167
23. H 0.164
24. H 0.159
25. H 0.162
26. H 0.164
27. H 0.167
28. H 0.137
29. H 0.136
30. H 0.105
31. H 0.121
32. H 0.125
33. H 0.107

Here is 2 unconnected molecules or ions with the total composition C10H14N6O2 from OMol25. Energies are from ωB97M-V with the def2-TZVPD basis set.

Calculated values
Charge: 0
SMILES string: O=[N+]([O-])c1ccc2nnnn2c1.CN1CCCC1
Highest occupied orbital energy, Ha: -0.31467
Frontier orbital gap, eV: 7.52

Cartesian coordinates (Å):
O: 2.4077 -2.6454 1.1375
N: 2.1171 -2.7099 -0.0920
O: 1.9874 -3.8000 -0.7018
C: 1.9455 -1.4799 -0.7971
C: 1.9317 -1.4872 -2.2260
C: 1.8807 -0.2976 -2.9175
C: 1.8777 0.9066 -2.1740
N: 1.8820 2.2102 -2.5295
N: 1.8486 2.9141 -1.3695
N: 1.8184 2.1293 -0.3152
N: 1.8570 0.8411 -0.7895
C: 1.9786 -0.2980 -0.0308
H: 1.9991 -2.4475 -2.7305
H: 1.7978 -0.2271 -3.9962
H: 2.6597 -0.2340 0.8423
C: 1.6334 0.0540 2.8411
N: 0.6124 -0.0389 1.7875
C: -0.2841 -1.2301 1.9655
C: -1.7295 -0.7597 1.7677
C: -1.6966 0.7763 1.6835
C: -0.2267 1.1988 1.7559
H: 2.2510 0.9451 2.6613
H: 1.1833 0.1402 3.8468
H: 2.2783 -0.8330 2.8139
H: 0.0202 -1.9754 1.2230
H: -0.1417 -1.6832 2.9583
H: -2.1537 -1.2043 0.8619
H: -2.3287 -1.0874 2.6256
H: -2.1608 1.1445 0.7660
H: -2.2316 1.2012 2.5376
H: -0.0388 1.8123 2.6516
H: 0.0991 1.7929 0.8968

And the Löwdin charges, in e, turn out to be:
1. O 0.021
2. N -0.321
3. O 0.052
4. C -0.135
5. C 0.017
6. C 0.000
7. C -0.275
8. N 0.060
9. N -0.019
10. N 0.035
11. N -0.021
12. C 0.030
13. H 0.122
14. H 0.116
15. H 0.133
16. C -0.095
17. N -0.212
18. C -0.148
19. C -0.154
20. C -0.153
21. C -0.164
22. H 0.094
23. H 0.102
24. H 0.078
25. H 0.095
26. H 0.123
27. H 0.107
28. H 0.107
29. H 0.107
30. H 0.105
31. H 0.118
32. H 0.076